--- a ---
# C4H9O2

A gas-phase ion, C4H9O2 (charge -1) (the ωB97M-V functional and the def2-TZVPD basis, the Open Molecules 2025 dataset).

Results
* highest occupied orbital energy: -2.4 eV
* gap between HOMO and LUMO: 0.2319 Eh
* net charge: -1
* SMILES string: [O-]CCCCO
* LUMO energy: 3.96 eV

The geometry in XYZ format:
```
15
C4H9O2 the ωB97M-V functional and the def2-TZVPD basis
O 1.207 -1.669 0.610
C 0.220 -1.171 1.355
C -0.063 0.415 1.114
C 0.235 0.941 -0.278
C -0.536 0.035 -1.193
O -0.386 0.376 -2.561
H -0.734 -1.573 1.074
H 0.303 -1.018 2.420
H 0.614 0.996 1.751
H -1.076 0.533 1.417
H 1.295 0.826 -0.546
H 0.013 1.997 -0.473
H -0.026 -0.930 -0.963
H -1.598 0.085 -0.891
H 0.532 0.156 -2.836
```

--- b ---
# C4H9O2

2 unconnected molecules or ions with the total composition C4H9O2 (the ωB97M-V functional and the def2-TZVPD basis, the Open Molecules 2025 dataset).

Results
* highest occupied orbital energy: -3.8 eV
* gap between HOMO and LUMO: 0.2759 Eh
* net charge: -1
* LUMO energy: 3.66 eV

The geometry in XYZ format:
```
15
C4H9O2 the ωB97M-V functional and the def2-TZVPD basis
C 1.381 -0.080 -2.973
C 2.131 -0.745 -1.711
O 1.609 -0.493 -0.578
O 3.005 -1.510 -1.987
H 1.801 0.927 -3.184
H 0.309 0.010 -2.622
H 1.206 -0.657 -3.866
C -1.940 0.632 2.729
C -0.932 -0.080 1.595
H -1.888 1.677 2.595
H -2.944 0.499 2.566
H -1.485 0.420 3.670
H -0.181 -0.530 2.205
H -1.613 -0.674 0.812
H -0.459 0.604 0.750
```

--- c ---
# C4H9O2

A molecular structure, C4H9O2 (the ωB97M-V functional and the def2-TZVPD basis, the Open Molecules 2025 dataset).

Results
* highest occupied orbital energy: -3.2 eV
* gap between HOMO and LUMO: 0.2819 Eh
* net charge: -1
* LUMO energy: 4.51 eV

The geometry in XYZ format:
```
15
C4H9O2 the ωB97M-V functional and the def2-TZVPD basis
C 0.973 -1.523 -0.554
O 1.275 -1.742 0.770
C -0.048 -0.391 -0.742
C 0.034 0.676 0.362
C -1.261 1.519 0.479
O 0.494 0.184 1.546
H 1.888 -1.342 -1.111
H 0.534 -2.408 -1.040
H -1.048 -0.816 -0.850
H 0.153 0.056 -1.717
H 0.740 1.460 -0.032
H -1.305 2.213 -0.340
H -2.176 0.914 0.573
H -1.189 2.056 1.433
H 0.935 -0.858 1.222
```

--- d ---
# C4H9O2

A gas-phase ion, C4H9O2 (charge -1) (the ωB97M-V functional and the def2-TZVPD basis, the Open Molecules 2025 dataset).

Results
* highest occupied orbital energy: -2.9 eV
* gap between HOMO and LUMO: 0.2687 Eh
* net charge: -1
* SMILES string: C[C@@H]([O-])CCO
* LUMO energy: 4.44 eV

The geometry in XYZ format:
```
15
C4H9O2 the ωB97M-V functional and the def2-TZVPD basis
C -0.614 -0.462 -1.868
C -0.063 0.392 -0.686
O -0.667 1.558 -0.506
C 0.027 -0.615 0.561
C 0.578 0.070 1.816
O 0.561 1.478 1.819
H -1.036 -1.376 -1.575
H -1.267 0.099 -2.532
H 0.243 -0.803 -2.465
H 1.031 0.508 -0.946
H -1.030 -0.791 0.722
H 0.530 -1.364 0.008
H 1.626 -0.229 2.021
H -0.030 -0.246 2.663
H 0.109 1.781 0.970
```

On energetic grounds, b is preferred over the next structure by 7.5 kcal/mol.

--- a ---
# C5H5F4N2

2 unconnected molecules or ions with the total composition C5H5F4N2 (the ωB97M-V functional and the def2-TZVPD basis, the Open Molecules 2025 dataset).

Results
* highest occupied orbital energy: -15.3 eV
* gap between HOMO and LUMO: 0.3416 Eh
* net charge: +1
* LUMO energy: -6.04 eV

The geometry in XYZ format:
```
16
C5H5F4N2 the ωB97M-V functional and the def2-TZVPD basis
C -1.425 -0.738 -0.358
C -0.082 -0.792 -0.484
C -0.583 1.100 0.499
C 2.990 -0.336 0.167
C 1.835 0.616 0.428
N -1.699 0.489 0.137
N 0.427 0.314 0.142
F 2.984 -0.876 -1.049
F 2.749 -1.418 1.001
F 2.118 1.542 1.211
F 1.939 1.634 -1.406
H -2.041 -1.570 -0.671
H 0.395 -1.584 -1.002
H -0.398 1.973 0.983
H 3.943 0.021 0.310
H -2.626 0.902 0.164
```

--- b ---
# C5H5F4N2

2 unconnected molecules or ions with the total composition C5H5F4N2 (the ωB97M-V functional and the def2-TZVPD basis, the Open Molecules 2025 dataset).

Results
* highest occupied orbital energy (spin up / spin down): -13.1 / -13.1 eV
* gap between HOMO and LUMO (spin up / spin down): 0.2459 / 0.2459 Eh
* net charge: +1
* LUMO energy (spin up / spin down): -6.40 / -6.40 eV

The geometry in XYZ format:
```
16
C5H5F4N2 the ωB97M-V functional and the def2-TZVPD basis
C -0.777 -1.466 -1.075
C 0.503 -1.017 -1.048
C -0.654 0.053 0.503
C 1.903 2.435 0.910
C 2.582 1.368 0.100
N -1.488 -0.826 -0.110
N 0.543 -0.087 -0.153
F 1.983 2.131 2.219
F 0.577 2.556 0.512
F 2.775 1.622 -1.150
F 3.418 0.555 0.649
H -1.246 -2.197 -1.759
H 1.315 -1.501 -1.557
H -0.774 0.846 1.218
H 2.537 3.328 0.827
H -2.447 -1.113 -0.018
```

On energetic grounds, b is preferred over the next structure by 14.4 kcal/mol.